[1]
ORCA calculation (wB97M-V/def2-TZVPD) on one molecule with the formula CH4N2O2S in a non-equilibrium geometry.

orbital gap = 9.8 eV
calculated total energy = -698.594689 Ha
HOMO energy = -9.148 eV

Positions of all 10 atoms, in Å:
C  0.74566  -0.21437  1.38244
N  0.27386  -0.26904  0.25742
N  -0.10019  0.50200  -2.07403
O  -2.03467  0.23987  -0.43800
O  0.23060  -0.81595  2.50158
S  -0.93284  -0.50402  -0.93614
H  1.57992  0.56039  1.54867
H  1.02619  -0.94396  2.98330
H  -0.33939  0.04264  -2.95606
H  -0.44915  1.40244  -2.26917

=====

[2]
ORCA calculation (wB97M-V/def2-TZVPD) on a 2-piece molecular cluster, C3H12N3O overall in a non-equilibrium geometry.

orbital gap (alpha / beta) = 11.6 / 4.5 eV
calculated total energy = -360.258667 Ha
HOMO energy (alpha / beta) = -19.850 / -18.644 eV
expectation value of S² = 0.76
net charge = +2
2S+1 = 2

Positions of all 19 atoms, in Å:
C  -1.25775  -1.87569  1.78918
O  -0.24088  -0.89794  1.98512
H  -0.53434  -0.11734  2.45652
H  -1.90496  -1.56525  0.95556
H  -0.71568  -2.81716  1.64038
H  -1.80808  -2.00508  2.72488
C  -1.09871  0.82701  -1.60420
C  1.11069  0.64587  -0.58572
N  -0.08755  0.08832  -0.92529
N  1.54849  1.74614  -1.19574
N  1.90899  -0.05956  0.20685
H  -0.25066  -0.86095  -0.61313
H  0.97645  2.55407  -1.38682
H  2.54581  1.87733  -1.10568
H  1.41638  -0.76231  0.75514
H  2.76384  0.37031  0.51505
H  -0.95467  0.77733  -2.69472
H  -1.38106  1.83064  -1.28482
H  -2.03631  0.24426  -1.63255

=====

[3]
ORCA calculation (wB97M-V/def2-TZVPD) on C6H5F5LiNO2 as an isolated structure in a non-equilibrium geometry.

orbital gap = 6.0 eV
calculated total energy = -943.477285 Ha
HOMO energy = -8.000 eV

Positions of all 20 atoms, in Å:
C  0.64317  -2.29292  -0.07371
C  0.41686  -1.02598  0.73132
N  -0.07821  0.17486  -0.05220
C  0.73554  1.42225  0.21073
C  2.36130  1.22849  0.11301
O  3.01654  0.31655  -0.60887
O  3.18860  2.21893  0.87607
C  -1.50182  0.43451  0.44794
F  -1.88823  1.89223  0.34984
F  -1.66113  0.10089  1.91239
C  -2.65265  -0.35597  -0.47322
F  -2.52324  0.18732  -1.84999
F  -2.55279  -1.83339  -0.38719
F  -3.96834  0.13632  0.05769
H  1.19750  -3.24514  0.35864
H  0.32017  -2.35950  -1.21539
H  0.66250  -0.97733  1.88071
H  0.45005  2.21223  -0.63824
H  0.50252  1.85397  1.29881
Li  3.33166  -0.08834  -2.93834

=====

[4]
ORCA calculation (wB97M-V/def2-TZVPD) on C24H37Br2GeN3O2PtSi3 as an isolated structure.

orbital gap (alpha / beta) = 7.5 / 5.8 eV
calculated total energy = -9464.073189 Ha
HOMO energy (alpha / beta) = -10.542 / -10.589 eV
expectation value of S² = 3.76
net charge = +1
2S+1 = 4

Positions of all 73 atoms, in Å:
Pt  1.01702  -0.22251  -0.10236
Br  1.86636  -0.89484  4.86911
C  3.11818  -0.84465  3.46618
C  4.49413  -0.85502  3.77067
C  5.43015  -0.82724  2.77802
Br  7.25825  -0.81280  3.23599
C  5.02977  -0.79439  1.41892
C  5.90121  -0.78710  0.30788
C  5.39629  -0.74701  -0.96288
C  4.00662  -0.69173  -1.14588
N  3.16885  -0.70211  -0.13196
C  3.64833  -0.77304  1.14620
C  2.66401  -0.81122  2.17047
O  1.38082  -0.82446  1.84236
H  4.80295  -0.88400  4.80604
H  6.96949  -0.81742  0.47599
H  6.04739  -0.75457  -1.82509
H  3.57304  -0.64258  -2.13721
C  -0.77508  -4.07019  0.69624
Si  -1.86190  -3.19507  -0.53846
C  -1.56951  -3.90552  -2.23515
C  -3.66264  -3.28486  -0.08142
Ge  -1.20811  -0.86927  -0.66699
Si  -1.85243  0.02350  1.60218
C  -1.70482  -1.37534  2.79246
C  -0.97688  1.52341  2.27272
C  -3.61605  0.43438  1.16191
Si  -2.11376  0.03981  -2.70742
C  -1.80959  1.85753  -2.97029
C  -1.22229  -0.87735  -4.06748
C  -3.94184  -0.31350  -2.70397
H  -0.74591  -5.13947  0.47085
H  -1.13802  -3.95390  1.71580
H  0.24891  -3.69162  0.66047
H  -1.58808  -4.99745  -2.18288
H  -0.59795  -3.60644  -2.63295
H  -2.33959  -3.59181  -2.94223
H  -4.01166  -4.31795  -0.16492
H  -4.27988  -2.67020  -0.73915
H  -3.83200  -2.96139  0.94699
H  -0.69235  -1.77858  2.78691
H  -2.41937  -2.16987  2.57997
H  -1.90500  -0.99157  3.79752
H  0.09889  1.46197  2.12561
H  -1.14819  1.55213  3.35311
H  -1.34477  2.46519  1.86087
H  -4.17198  -0.46742  0.89857
H  -3.68890  1.12970  0.32202
H  -4.10387  0.89468  2.02841
H  -0.74599  2.09851  -2.93360
H  -2.34126  2.50266  -2.26792
H  -2.16465  2.10743  -3.97463
H  -0.15135  -0.93246  -3.85930
H  -1.35084  -0.35521  -5.01936
H  -1.59148  -1.89471  -4.19031
H  -4.42799  0.06132  -1.80086
H  -4.13800  -1.38530  -2.77472
H  -4.41360  0.17002  -3.56403
N  -1.94827  4.53467  0.27716
C  -0.73846  5.05422  -0.05658
O  -0.57058  6.22371  -0.31731
C  0.42919  4.10154  -0.10892
C  1.70639  4.64426  -0.07312
C  2.80049  3.80270  -0.15029
C  2.58722  2.44575  -0.28901
N  1.35815  1.91713  -0.34274
C  0.29991  2.73269  -0.24030
H  -2.71315  5.18324  0.36937
H  -2.05542  3.61622  0.66738
H  1.81269  5.71801  0.01120
H  3.81013  4.18548  -0.10933
H  3.41241  1.75332  -0.38277
H  -0.66373  2.24797  -0.29175